# 1
Molecular formula: C26H62Cl8N4O12P2
Method: DFT, ωB97M-V with the def2-TZVPD basis set

Properties
- SMILES string = COP(=O)(OC)OC.COP(=O)(OC)OC.CNC(C)=O.CNC(C)=O.CNC(C)=O.CNC(C)=O.ClCCCl.ClCCCl.ClCCCl.ClCCCl
- spin multiplicity = 1

Structure (XYZ):
```
114
Properties=species:S:1:pos:R:3:forces:R:3
C -8.56040 6.93914 6.31546 -1.0 -0.5 0.7
O -7.31683 7.36929 5.81622 0.6 1.1 -2.8
P -7.09236 7.56370 4.18006 -1.4 2.2 1.0
O -5.78204 8.11830 3.80555 -0.7 -0.8 0.5
O -8.34570 8.53962 3.68364 1.2 -2.3 1.4
C -8.26155 9.22737 2.46595 1.0 1.5 -1.0
O -7.53428 6.16963 3.58726 0.9 0.2 -0.2
C -6.52583 5.15600 3.62921 -0.5 -2.4 -0.1
H -8.45372 5.91373 6.66936 -0.1 0.0 0.0
H -9.42159 6.98074 5.64858 0.4 0.0 -0.6
H -8.87779 7.56295 7.15107 0.5 0.1 0.1
H -7.93003 10.24140 2.68946 -0.7 0.4 0.1
H -9.18455 9.20831 1.88646 -0.2 -0.1 0.5
H -7.45940 8.99096 1.76686 0.1 -1.2 0.2
H -5.46297 5.39211 3.57747 -0.3 0.9 -0.1
H -6.76867 4.44072 2.84339 0.2 0.4 -0.5
H -6.68821 4.50038 4.48471 0.1 0.5 0.6
C 5.68236 4.18969 -5.44385 0.7 -0.1 0.2
O 5.80678 3.57500 -4.11813 0.2 0.4 0.5
P 5.68135 4.44598 -2.75940 0.7 -0.8 -0.1
O 4.65671 5.47585 -2.90242 0.0 0.3 0.6
O 7.20219 5.00537 -2.46885 -1.9 -1.7 -1.0
C 7.45326 6.10801 -1.63087 0.5 0.8 0.1
O 5.38058 3.35988 -1.57567 0.7 0.8 -1.4
C 5.97915 2.02246 -1.57799 -0.4 0.6 -0.5
H 6.63039 4.07698 -5.96980 0.3 0.1 0.4
H 5.43527 5.24950 -5.38175 -0.2 -0.2 0.1
H 5.00160 3.63502 -6.08962 -0.5 0.0 0.7
H 7.96382 6.84599 -2.24959 0.0 0.1 0.1
H 8.13783 5.79462 -0.84268 -0.2 0.0 0.1
H 6.56452 6.58478 -1.21744 -0.1 -0.3 0.0
H 6.42830 1.81145 -0.60750 -0.1 0.2 -0.1
H 6.71554 1.95558 -2.37884 0.0 -0.2 0.2
H 5.15397 1.34062 -1.78362 0.2 -0.1 0.1
C -1.43278 6.09221 -1.18705 -1.3 1.2 2.3
N -0.86880 5.48645 -2.29507 1.7 0.7 0.2
C -1.47296 4.58679 -3.01982 -1.1 -1.8 -2.6
C -0.76211 4.23730 -4.32199 0.4 0.6 0.2
O -2.57626 4.12199 -2.77493 -0.1 0.1 0.4
H -1.02014 5.66820 -0.27161 0.3 0.5 0.3
H -2.50773 5.98881 -1.03914 0.0 -0.4 -0.8
H -1.28225 7.16302 -1.32423 0.3 0.1 0.8
H 0.11015 5.72146 -2.37606 -0.2 -0.3 -0.8
H -0.21065 3.30248 -4.22153 -0.1 0.0 -0.2
H -0.07876 5.05858 -4.53797 0.4 -0.2 -0.1
H -1.45432 4.22779 -5.16393 -0.2 -0.4 0.3
C 1.55079 -3.75853 12.40680 1.1 -1.5 1.5
N 0.78984 -3.06775 11.48064 -1.8 3.3 -2.0
C 0.63324 -3.34623 10.15303 1.6 -1.8 -0.4
C -0.04996 -2.37802 9.22401 -0.2 -0.1 0.1
O 1.09444 -4.39105 9.69659 -0.4 0.3 0.3
H 0.92418 -4.51322 12.88210 0.4 -0.4 0.1
H 1.89432 -3.11138 13.21382 -0.1 0.2 -0.1
H 2.44733 -4.19857 11.97013 -0.2 -0.3 -0.1
H 0.59020 -2.10223 11.69976 -0.2 -0.2 0.1
H 0.33865 -1.36394 9.31743 -0.4 0.1 0.2
H -1.12338 -2.46995 9.38967 -0.1 0.5 0.2
H 0.10358 -2.70276 8.19490 0.3 -0.1 0.2
C -6.93529 -1.16902 -5.56448 -0.6 0.5 -1.0
N -6.91509 0.22613 -6.05504 -0.3 0.4 -0.2
C -7.53393 0.72052 -7.18714 -1.1 -1.1 -0.1
C -7.44175 2.23005 -7.42100 0.1 -0.8 -0.1
O -8.25050 0.03484 -7.92658 1.1 0.6 1.0
H -6.11116 -1.69927 -6.04170 0.1 -0.2 0.6
H -7.85004 -1.67434 -5.87428 -0.1 0.3 -0.5
H -7.00390 -1.24069 -4.47901 0.7 0.3 0.0
H -6.38150 0.91664 -5.54655 0.0 -0.4 0.1
H -6.56820 2.71052 -6.98034 -0.1 0.0 0.1
H -8.36461 2.63779 -7.00851 0.1 0.2 0.0
H -7.45283 2.37418 -8.50138 0.0 0.1 0.1
C 9.85649 -4.83543 -5.73308 0.4 -0.5 -0.4
N 8.67745 -5.23801 -4.98768 0.9 -1.4 0.4
C 7.56451 -4.52608 -4.82544 -0.2 2.8 1.3
C 6.39844 -5.12881 -4.00815 1.1 -0.2 -1.3
O 7.57224 -3.33710 -5.16113 -0.9 -0.9 -0.3
H 9.82442 -5.36969 -6.68263 0.2 0.3 -0.3
H 10.75553 -5.19212 -5.23049 -0.1 0.0 0.2
H 10.01159 -3.77232 -5.91699 -0.7 -0.1 0.3
H 8.78914 -6.08140 -4.44334 -0.2 0.0 -0.3
H 5.62618 -5.32569 -4.75175 -0.3 0.1 0.3
H 6.07367 -4.42364 -3.24308 0.0 -0.1 -0.2
H 6.71838 -6.08836 -3.60193 -0.2 0.0 0.3
Cl 6.76455 -4.53237 3.35342 -0.8 -0.3 0.5
C 5.52020 -4.59725 4.68575 0.4 0.4 0.6
C 6.11548 -3.94103 5.92432 0.2 0.8 -0.2
Cl 6.19217 -2.13812 5.68962 0.1 -0.5 0.1
H 5.25632 -5.61875 4.95966 0.3 -0.1 -0.5
H 4.62228 -4.07233 4.35969 0.2 -0.1 -0.1
H 7.13670 -4.28573 6.08680 -0.1 0.1 0.0
H 5.55710 -4.06511 6.85217 -0.3 -0.3 -0.3
Cl -2.68401 -1.91280 1.82294 1.0 0.5 -0.9
C -1.84117 -0.95964 0.49174 0.0 0.7 0.1
C -0.31711 -1.11311 0.33107 -0.8 -0.6 1.1
Cl 0.46267 -0.38194 1.79924 0.0 -0.3 -0.5
H -1.98892 0.09416 0.72795 -0.3 -0.1 0.1
H -2.40908 -1.15982 -0.41684 0.3 -0.3 0.0
H 0.06574 -0.57849 -0.53823 -0.3 0.0 0.1
H -0.03818 -2.16638 0.30043 0.2 0.2 0.0
Cl -0.14608 -8.34957 2.26196 0.2 -0.2 0.7
C -1.14931 -8.50990 3.77354 -0.4 -0.3 -1.0
C -1.48437 -9.97696 4.07122 0.0 0.9 0.1
Cl -0.04844 -10.84632 4.70365 -0.4 0.1 -0.3
H -2.03200 -7.98023 3.41521 -0.3 -0.2 0.6
H -0.70592 -7.97453 4.61313 0.2 -0.2 -0.2
H -1.90714 -10.44680 3.18319 0.5 -0.2 0.0
H -2.26507 -10.01276 4.83105 0.2 0.0 0.2
Cl -0.94168 -5.06799 -5.56551 -0.3 -0.7 -0.1
C -1.52643 -6.45952 -6.56340 -0.4 0.6 -0.3
C -1.33819 -6.15823 -8.03200 0.4 0.6 -0.8
Cl -2.16459 -4.60330 -8.60371 0.3 -1.2 0.5
H -2.59344 -6.63474 -6.42601 0.1 0.3 0.5
H -0.99999 -7.35812 -6.24171 0.2 0.2 -0.2
H -1.71758 -6.96992 -8.65272 -0.3 0.1 0.1
H -0.29807 -6.01368 -8.32418 0.0 0.0 0.3
```
Forces are in eV/Å.

# 2
Molecular formula: C26H62N9O12PS
Method: DFT, ωB97M-V with the def2-TZVPD basis set

Properties
- SMILES string = CCCNN(S)C(=O)OCP(=O)(O)O.CN(C)C=O.CN(C)C=O.CN(C)C=O.CN(C)C=O.CN(C)C=O.CN(C)C=O.CN(C)C=O
- spin multiplicity = 1

Structure (XYZ):
```
111
Properties=species:S:1:pos:R:3:forces:R:3
C -0.72852 0.13764 1.80155 1.0 -0.6 0.3
C -0.59286 -1.31926 2.51590 0.7 1.5 0.8
C 0.89976 -1.33402 3.16865 -1.0 -0.9 -1.5
N 0.94335 -0.18447 4.11296 -1.2 -1.1 -1.6
N 2.04153 -0.24238 4.99872 2.3 0.8 0.9
S 2.18265 1.40922 5.63199 -0.3 0.3 0.2
C 3.32023 -0.46456 4.28845 1.2 2.4 -4.0
O 3.63629 0.21155 3.27487 -1.0 -3.2 3.9
O 4.20143 -1.44726 4.81383 -2.0 0.4 -0.9
C 4.44408 -2.51887 3.86451 1.1 -0.3 0.8
P 5.82400 -2.11606 2.60036 0.0 1.1 -4.1
O 5.18472 -2.21587 1.20862 1.5 -0.2 3.2
O 6.48708 -0.56871 2.81650 -0.1 -3.0 0.0
O 7.14508 -3.22385 2.74494 -2.9 1.2 0.8
H 0.35029 0.49550 1.60784 -1.8 -0.2 0.1
H -1.26383 0.10550 0.79707 0.4 0.1 1.5
H -1.20793 0.83407 2.57037 0.6 -0.7 -1.5
H -0.76983 -2.18999 1.80620 0.2 1.1 1.2
H -1.31085 -1.29077 3.40808 0.8 -0.7 -1.5
H 1.16402 -2.34430 3.64162 -0.5 1.2 -0.3
H 1.60860 -1.21349 2.26207 -0.8 0.2 1.7
H 0.10306 -0.18953 4.72870 0.8 -0.3 -0.6
H 1.74365 2.20570 4.55645 0.6 -1.2 0.6
H 4.86321 -3.39485 4.49100 -1.0 1.3 -0.9
H 3.49876 -2.81005 3.28530 1.6 0.4 0.7
H 7.24529 -0.45223 2.19089 -0.9 -0.2 0.6
H 6.70165 -4.07863 2.96924 0.7 0.6 -0.4
C 4.25743 3.56247 -0.68828 0.1 -0.2 0.2
N 3.06128 3.11850 0.00063 -0.9 0.3 -0.6
C 3.18848 2.52854 1.32044 -0.3 -0.1 -0.1
C 1.82263 3.23802 -0.55156 0.6 -0.1 0.4
O 0.77955 2.88635 -0.02663 0.1 0.0 0.1
H 4.92690 2.70849 -0.82364 -0.1 0.5 0.0
H 4.75311 4.32619 -0.08175 0.1 0.1 -0.1
H 4.01356 3.98410 -1.66560 -0.1 0.0 0.1
H 2.78471 1.51452 1.30058 0.1 0.1 0.2
H 2.60978 3.12265 2.03293 0.0 -0.1 0.1
H 4.23362 2.50029 1.62950 -0.1 0.0 -0.1
H 1.83918 3.69806 -1.55339 0.1 0.0 0.0
C -5.89380 -1.87857 4.61114 -0.1 -0.3 0.0
N -4.84338 -2.86126 4.44550 0.8 0.5 -0.2
C -5.08274 -4.22278 4.87832 0.3 0.0 -0.2
C -3.63964 -2.54585 3.89579 -0.7 -0.2 0.2
O -2.71545 -3.32350 3.72816 -0.2 -0.2 0.1
H -6.14136 -1.80022 5.67349 -0.1 0.1 0.0
H -6.77439 -2.20426 4.05227 0.0 0.2 0.0
H -5.57789 -0.90087 4.24390 0.1 -0.1 0.0
H -4.34222 -4.49389 5.63528 -0.1 -0.1 0.0
H -4.97210 -4.89470 4.02369 -0.1 -0.1 0.1
H -6.08587 -4.32089 5.29477 0.1 0.1 -0.1
H -3.56424 -1.48592 3.60148 -0.1 0.1 0.0
C -2.58339 4.77601 1.32923 0.2 0.1 0.2
N -2.60538 4.13315 2.62729 -0.5 -0.7 -0.1
C -1.88768 4.74641 3.72735 -0.1 -0.3 0.1
C -3.27926 2.96950 2.84663 0.3 0.4 -0.1
O -3.33722 2.37841 3.90996 0.1 0.2 0.0
H -1.54845 4.84904 0.98542 -0.1 0.0 -0.2
H -3.01014 5.77853 1.42089 0.0 0.0 -0.2
H -3.16227 4.20611 0.60106 0.1 0.0 0.1
H -1.13695 4.04531 4.10067 0.0 0.1 0.1
H -2.59036 4.96921 4.53411 0.2 0.0 0.1
H -1.40048 5.66587 3.40081 -0.1 -0.1 -0.1
H -3.78858 2.58927 1.94644 0.0 0.1 -0.1
C -5.31278 -1.98068 -1.75498 0.5 -0.1 0.7
N -5.21447 -2.58393 -0.43870 -0.7 0.2 0.5
C -4.01792 -3.32737 -0.09280 -0.2 0.0 0.3
C -6.21002 -2.47431 0.48242 0.5 -0.1 -0.5
O -6.18837 -2.95639 1.60204 0.1 -0.1 0.0
H -5.23829 -2.76308 -2.50876 0.0 0.2 0.1
H -4.49055 -1.27020 -1.88154 0.0 0.0 -0.1
H -6.25822 -1.45760 -1.87514 0.2 -0.2 0.2
H -4.29362 -4.35516 0.15639 0.2 0.0 0.1
H -3.55043 -2.86887 0.78242 0.1 -0.2 0.0
H -3.31435 -3.32817 -0.92615 -0.2 0.1 0.0
H -7.07188 -1.89085 0.11997 0.0 0.0 -0.1
C 7.07612 -1.52074 -3.32924 -0.2 0.0 0.1
N 6.27371 -0.75086 -2.40187 0.5 0.9 0.1
C 5.02849 -1.31540 -1.91194 -0.2 0.3 0.3
C 6.65001 0.48476 -1.97579 -0.2 -0.8 -0.3
O 6.02146 1.18291 -1.19795 0.2 -0.4 -0.1
H 6.48593 -1.72517 -4.22634 0.2 -0.1 0.0
H 7.36027 -2.46409 -2.85601 0.1 0.0 -0.2
H 7.97868 -0.97600 -3.61144 -0.1 0.0 0.1
H 4.20294 -0.65331 -2.18607 0.0 -0.1 0.0
H 5.07172 -1.38914 -0.82347 -0.2 -0.1 -0.1
H 4.86283 -2.30470 -2.33997 0.1 0.1 0.0
H 7.60758 0.81817 -2.40824 0.0 -0.1 0.0
C 6.10882 5.30528 -5.24014 -0.1 -0.2 0.1
N 5.03362 4.39969 -5.58856 -0.2 0.3 -0.6
C 4.76637 3.26278 -4.72881 -0.2 0.0 -0.2
C 4.26431 4.58253 -6.70022 0.1 -0.1 0.3
O 3.34953 3.86064 -7.04720 0.2 0.0 0.2
H 7.04858 4.74762 -5.20876 0.1 0.2 0.1
H 5.90697 5.73644 -4.25607 0.2 0.1 0.0
H 6.19487 6.10980 -5.97211 -0.1 -0.1 0.0
H 4.87480 2.34257 -5.30829 -0.1 0.0 0.2
H 3.73926 3.32719 -4.36129 0.1 -0.2 0.1
H 5.45784 3.24846 -3.88515 0.0 0.1 -0.1
H 4.55064 5.47375 -7.28217 0.1 0.0 0.1
C -8.38636 -3.98700 -6.43189 0.2 0.2 -0.1
N -7.56142 -2.97757 -5.80015 -0.1 -0.2 0.8
C -6.84646 -2.03087 -6.63467 0.1 0.1 0.3
C -7.43587 -2.88947 -4.44601 -0.1 0.1 -0.6
O -6.76003 -2.06667 -3.85424 -0.7 -0.1 -1.1
H -7.76061 -4.60170 -7.08409 -0.2 -0.1 0.0
H -9.15986 -3.49407 -7.02639 0.0 -0.2 0.0
H -8.86157 -4.62624 -5.68632 0.1 0.1 0.0
H -5.77500 -2.11851 -6.43928 0.0 0.1 -0.1
H -7.16649 -1.01719 -6.38187 0.1 0.0 -0.1
H -7.04390 -2.22551 -7.68935 0.0 -0.1 0.2
H -8.01878 -3.65410 -3.90733 0.0 0.0 -0.1
```
Forces are in eV/Å.

| no. | gap between HOMO and LUMO (eV) | E_LUMO (eV) | total energy (eV) |
| --- | --- | --- | --- |
| 1 | 9.7 | 0.23 | -177259.1785 |
| 2 | 8.5 | 0.22 | -86070.3027 |